# 1
The following is a DFT calculation (ωB97M-V/def2-TZVPD) of a gas-phase ion, C9H14N6 (charge +2) in a non-equilibrium geometry.

Bonds (Å) are listed after each position.
Cartesian coordinates (Å):
1 H 3.1852 -2.8985 0.1167  C17 1.158
2 H -3.7664 -2.1287 0.1615  C8 1.029
3 N -4.2912 1.3691 -0.2436  C16 1.331, C21 1.206
4 H -6.0338 -1.3697 -0.5009  C29 1.083
5 H 3.1342 -2.3056 -1.6413  C17 1.183
6 H 0.6059 2.1824 0.8604  C9 1.086
7 H 1.9528 3.1983 0.4865  C9 1.040
8 C -3.9646 -1.1354 -0.0189  H2 1.029, C18 1.407, C29 1.356
9 C 1.6884 2.2419 0.7991  H6 1.086, H7 1.040, N25 1.473, H27 1.076
10 H 1.2186 -1.7953 -0.5859  N22 1.045
11 H 3.8302 1.0930 -1.3930  C23 1.071
12 H 3.9751 2.3072 -0.0183  C23 1.187
13 H 0.0361 -1.6286 1.2281  N19 1.049
14 H 4.0628 -1.2384 -0.3281  C17 1.104
15 C 1.5527 0.0046 0.0400  N22 1.383, N24 1.324, N25 1.326
16 C -5.4211 0.7407 -0.5582  N3 1.331, H28 1.102, C29 1.466
17 C 3.2277 -1.9337 -0.5220  H1 1.158, H5 1.183, H14 1.104, N22 1.380
18 C -2.7901 -0.4289 0.2990  C8 1.407, C21 1.412, N26 1.320
19 N -0.4696 -0.8373 0.7604  H13 1.049, N24 1.260, N26 1.286
20 H 4.3430 0.6242 0.0945  C23 1.052
21 C -3.2374 0.8964 0.1029  N3 1.206, C18 1.412
22 N 2.0568 -1.2348 -0.3109  H10 1.045, C15 1.383, C17 1.380
23 C 3.6078 1.2293 -0.3539  H11 1.071, H12 1.187, H20 1.052, N25 1.403
24 N 0.2424 0.0519 0.2215  C15 1.324, N19 1.260
25 N 2.2628 1.1246 0.0306  C9 1.473, C15 1.326, C23 1.403
26 N -1.7264 -1.1016 0.6971  C18 1.320, N19 1.286
27 H 2.1729 2.2559 1.7595  C9 1.076
28 H -6.2469 1.4081 -0.8539  C16 1.102
29 C -5.2078 -0.6911 -0.3289  H4 1.083, C8 1.356, C16 1.466

The value obtained for the LUMO energy (spin up / spin down) is -9.22 / -9.22 eV. Its multiplicity is 1. As for the net charge: +2. Its SMILES is CN/C(=N\[NH+]=N/C1=C=[N+]=CC=C1)N(C)C. As for the relative energy (zero: lowest compared OMol25 entry of this formula, charge and spin): 3.902 eV.

---

# 2
The following is a DFT calculation (ωB97M-V/def2-TZVPD) of a single C9H14NP molecule in a non-equilibrium geometry.

Bonds (Å) are listed after each position.
Cartesian coordinates (Å):
1 C -1.1164 -1.5729 -0.9904  C9 1.590, H10 1.153, H16 1.121, P17 1.848
2 H -0.0823 0.4476 -1.9612  C3 1.113
3 C -0.5455 1.0296 -1.1333  H2 1.113, C4 1.532, H11 1.119, H15 1.141
4 C 0.0690 0.4350 0.1379  C3 1.532, C9 1.491, C21 1.552, C24 1.521
5 H -2.0789 -0.1196 1.7322  C13 1.100
6 H -2.2598 -1.9000 1.3117  C13 1.133
7 H 0.3702 1.2597 2.1245  C21 1.109
8 N 2.7938 2.2251 -0.9334  C23 1.152
9 C -0.6566 -0.8499 0.3491  C1 1.590, C4 1.491, C13 1.444, P17 1.836
10 H -2.0502 -2.2261 -0.8132  C1 1.153
11 H -1.6329 0.7960 -1.0097  C3 1.119
12 H 0.2006 2.5607 0.9483  C21 1.124
13 C -1.5378 -1.0427 1.4767  H5 1.100, H6 1.133, C9 1.444, H20 1.070
14 H -1.1995 1.6637 1.6176  C21 1.105
15 H -0.3335 2.1395 -1.2913  C3 1.141
16 H -1.0176 -1.0318 -1.9675  C1 1.121
17 P 0.4119 -2.2413 -0.1940  C1 1.848, C9 1.836, C19 1.933
18 H 2.7086 -1.5419 -0.8234  C19 1.085
19 C 1.7604 -1.0153 -0.8378  P17 1.933, H18 1.085, H22 1.120, C24 1.541
20 H -0.9938 -1.2464 2.3757  C13 1.070
21 C -0.1829 1.5353 1.2038  C4 1.552, H7 1.109, H12 1.124, H14 1.105
22 H 1.6340 -0.7066 -1.9072  C19 1.120
23 C 2.2542 1.2853 -0.5438  N8 1.152, C24 1.385
24 C 1.5736 0.2332 0.0462  C4 1.521, C19 1.541, C23 1.385, H25 1.145
25 H 1.9114 -0.1161 1.0826  C24 1.145

The value obtained for the LUMO energy is 0.80 eV. Its multiplicity is 1. As for the net charge: 0. Its SMILES is CC1(C)[C@H](C#N)CP2C[C@@]21C. As for the relative energy (zero: lowest compared OMol25 entry of this formula, charge and spin): 0.000 eV.

---

# 3
The following is a DFT calculation (ωB97M-V/def2-TZVPD) of a gas-phase ion, C9H14NS (charge +1) in a non-equilibrium geometry.

Bonds (Å) are listed after each position.
Cartesian coordinates (Å):
1 C -2.0850 -0.9714 -0.1573  H6 1.154, N12 1.396, H18 1.083, H24 1.053
2 S 3.8575 0.2470 0.0338  C13 1.734, C21 1.726
3 H -0.6584 -0.6852 -1.4551  N12 0.988
4 C 1.6077 -0.9409 -0.0685  C17 1.485, C19 1.418, C21 1.394
5 H 2.2628 2.2327 -0.1865  C13 1.029
6 H -2.8645 -0.1907 -0.4948  C1 1.154
7 C -0.9542 1.6543 -0.9932  C9 1.496, H14 1.049, H20 1.157, H23 1.113
8 C -0.7172 0.8735 1.4135  C9 1.486, H10 1.057, H11 1.083, H15 1.140
9 C -0.3341 0.7091 -0.0127  C7 1.496, C8 1.486, N12 1.526, C19 1.701
10 H -0.2719 1.8029 1.6476  C8 1.057
11 H -1.7517 1.0933 1.6459  C8 1.083
12 N -0.7553 -0.6836 -0.4714  C1 1.396, H3 0.988, C9 1.526, C17 1.548
13 C 2.4330 1.2192 -0.1425  S2 1.734, H5 1.029, C19 1.332
14 H -1.9224 1.2680 -1.1111  C7 1.049
15 H -0.3170 0.2255 2.2619  C8 1.140
16 H 0.0939 -2.2056 0.7845  C17 1.073
17 C 0.3455 -1.7193 -0.1383  C4 1.485, N12 1.548, H16 1.073, H25 1.058
18 H -2.2025 -1.2571 0.8804  C1 1.083
19 C 1.3463 0.4523 -0.0629  C4 1.418, C9 1.701, C13 1.332
20 H -1.1558 2.6636 -0.4647  C7 1.157
21 C 2.9620 -1.2273 0.0995  S2 1.726, C4 1.394, H22 1.106
22 H 3.6199 -2.0831 0.3383  C21 1.106
23 H -0.3641 1.9002 -1.9044  C7 1.113
24 H -2.4517 -1.8225 -0.6576  C1 1.053
25 H 0.2771 -2.5549 -0.7843  C17 1.058

The value obtained for the LUMO energy is -2.71 eV. Its multiplicity is 1. As for the net charge: +1. Its SMILES is C[N@@H+]1Cc2cscc2C1(C)C. As for the relative energy (zero: lowest compared OMol25 entry of this formula, charge and spin): 1.045 eV.

---

Q: What is the net charge in the third record?
A: +1